1.
ORCA calculation (wB97M-V/def2-TZVPD) on a molecular structure, C24H17Cl48GaNO4S2 in a non-equilibrium geometry.

```
97
Properties=species:S:1:pos:R:3:forces:R:3
C 4.664 0.954 -1.199 -0.0929 0.3319 0.5796
C 6.093 0.747 -1.881 -0.1684 -1.0119 2.6722
C 6.903 -0.374 -1.020 0.8292 1.2615 -0.8678
O 6.064 -1.447 -0.536 0.6756 -0.7913 -1.8612
C 6.318 -2.681 -1.202 2.5307 -1.2939 -0.1847
O 7.454 -3.204 -1.111 -3.6969 1.7977 -0.2707
C 5.176 -3.356 -2.087 -0.0676 0.4564 0.3426
S 3.457 -2.781 -1.674 0.5664 -0.3181 0.3536
Ga 2.445 -2.011 -3.644 -0.1514 0.4609 -0.4190
C 0.989 -0.648 -2.986 0.8140 0.1336 -0.4609
C 1.252 0.806 -3.338 -3.2539 0.7321 1.9625
C 0.273 1.896 -2.863 -0.1223 -4.9356 0.7588
C -0.885 1.283 -2.047 2.3402 -1.0308 -1.4678
C -0.950 -0.219 -1.860 -0.2448 0.7903 0.0848
N -0.081 -1.265 -2.279 0.0897 6.5143 -0.7189
O 6.059 0.247 -3.239 -0.4142 3.2276 -0.5975
C 5.702 1.243 -4.180 -2.6993 -1.7028 -3.4272
O 4.961 0.890 -5.135 3.0914 1.3896 3.4694
C 6.193 2.764 -4.186 0.6156 -0.0209 1.1387
S 6.213 3.323 -5.976 -0.1957 0.0154 0.2074
H 4.041 0.006 -1.091 1.0648 1.0197 -0.4600
H 4.869 1.324 -0.121 -0.2115 -0.5191 -1.6277
H 4.005 1.747 -1.685 1.0122 -0.9653 0.3440
H 6.684 1.714 -1.740 -0.5824 -1.1938 -0.6856
H 7.414 0.146 -0.146 -0.8805 -0.7429 -0.9311
H 7.744 -0.730 -1.718 -1.2369 0.1465 1.1095
H 5.231 -4.481 -1.926 0.2394 1.5463 -0.3063
H 5.373 -3.093 -3.179 0.0790 -0.3500 1.4252
H 1.814 -3.202 -4.510 -0.0540 0.0047 0.2202
H 3.581 -1.231 -4.460 -0.0871 -0.1216 0.1810
H 2.168 1.092 -3.950 -1.3373 -0.6803 0.9254
H 0.414 2.998 -3.094 -0.3582 -1.5985 0.4463
H -1.683 1.957 -1.591 1.1533 -1.2300 -0.6914
H -1.868 -0.598 -1.267 1.9856 1.1906 -1.4230
H 5.449 3.409 -3.612 0.9986 -0.9805 -0.5791
H 7.235 2.858 -3.724 -1.5317 -0.1308 -0.6326
H 6.690 4.629 -5.964 -0.2505 -1.0812 0.7716
C 8.222 1.315 3.189 -0.1988 -0.1550 -0.0266
Cl 6.830 1.857 4.151 0.2128 -0.0587 -0.1258
Cl 9.725 1.689 4.061 -0.1815 -0.0158 -0.1155
Cl 8.111 -0.436 2.923 0.0111 0.3515 0.0059
Cl 8.223 2.152 1.622 -0.2496 -0.1205 0.6164
C 9.838 1.627 -6.914 -0.2227 -0.0100 -0.0084
Cl 11.532 1.089 -6.935 -0.2049 0.0793 0.0169
Cl 9.235 1.752 -8.580 0.1057 -0.0254 0.2756
Cl 8.854 0.454 -6.014 0.1758 0.2221 -0.1352
Cl 9.732 3.215 -6.125 0.1768 -0.1175 -0.6449
C -4.447 -1.990 1.026 0.1087 -0.0896 -0.2413
Cl -5.979 -1.636 0.197 0.1637 -0.0518 0.1798
Cl -3.089 -1.705 -0.083 -0.8120 -0.4022 0.7684
Cl -4.284 -0.929 2.445 -0.3218 0.1419 -0.4639
Cl -4.434 -3.690 1.547 -0.4372 0.1172 -0.6716
C -10.328 -1.822 0.344 0.0742 -0.1960 0.0567
Cl -11.950 -2.285 -0.205 0.4066 -0.6285 0.3923
Cl -10.465 -0.548 1.572 -0.0078 -0.2406 -0.1511
Cl -9.513 -3.234 1.049 -0.1326 0.4711 -0.7357
Cl -9.383 -1.220 -1.037 -0.1548 -0.0086 0.1572
C -14.278 0.780 -1.708 0.1997 0.0374 -0.0494
Cl -14.675 2.183 -0.686 -0.1845 -0.3278 -0.2088
Cl -15.311 -0.593 -1.253 0.0968 0.1921 -0.0371
Cl -14.565 1.199 -3.411 0.0201 -0.0679 0.2776
Cl -12.579 0.324 -1.486 -0.5820 0.7470 -0.4324
C 10.089 3.283 -1.765 0.2584 -0.2781 -0.0506
Cl 10.124 2.286 -3.240 -0.0699 0.1683 0.9046
Cl 8.449 3.916 -1.506 0.2500 -0.0085 0.0322
Cl 10.570 2.304 -0.364 0.1927 0.2291 -0.5899
Cl 11.221 4.641 -1.952 -0.1842 -0.1554 0.0161
C -1.978 -3.978 5.081 0.1934 0.0811 -0.2165
Cl -2.957 -5.446 5.294 0.0944 0.1914 -0.0172
Cl -2.717 -2.946 3.840 0.7389 -0.3507 1.1946
Cl -1.898 -3.092 6.621 -0.0245 -0.1388 -0.1688
Cl -0.337 -4.427 4.570 -0.2711 0.0382 0.1392
C -8.288 -4.301 4.761 0.0251 0.0363 0.0102
Cl -9.815 -3.942 3.928 0.2167 -0.2474 0.7592
Cl -6.933 -4.016 3.650 -0.2451 -0.0457 0.2185
Cl -8.124 -3.244 6.180 -0.0214 -0.1631 -0.2115
Cl -8.281 -6.000 5.284 0.0017 0.2464 -0.0739
C -17.633 3.569 2.085 0.0151 -0.0328 0.0018
Cl -19.019 4.029 3.097 0.2169 -0.0659 -0.1597
Cl -16.123 4.008 2.911 -0.2320 -0.0772 -0.1560
Cl -17.663 1.816 1.800 0.0093 0.2871 0.0406
Cl -17.726 4.422 0.529 0.0280 -0.1394 0.2410
C 3.911 -4.927 4.438 -0.0059 0.0947 -0.3120
Cl 3.524 -3.546 5.489 0.0467 -0.2055 -0.1096
Cl 2.867 -6.302 4.863 0.1368 0.1801 -0.0192
Cl 3.637 -4.476 2.744 0.0451 -0.0782 0.3816
Cl 5.613 -5.384 4.663 -0.2442 0.0568 0.0063
C 5.681 1.688 8.296 0.0166 -0.0725 -0.0601
Cl 4.377 0.626 7.723 0.2361 0.1960 0.0870
Cl 5.504 3.295 7.556 0.0375 -0.2646 0.1102
Cl 5.589 1.837 10.064 0.0099 -0.0100 -0.2544
Cl 7.252 0.995 7.841 -0.2769 0.1329 0.0881
C -10.279 3.808 0.411 0.0032 -0.0023 0.0211
Cl -10.101 4.838 1.848 -0.0243 -0.1369 -0.1975
Cl -9.932 4.762 -1.047 -0.0747 -0.1431 0.2221
Cl -9.139 2.453 0.512 -0.1859 0.2755 -0.0456
Cl -11.946 3.190 0.328 0.5777 0.2387 0.0885
```
Forces are in eV/Å.

Properties
- Charge: -1
- HOMO level: -0.1721 Ha
- Strongest force on any atom: 6.6 eV Å⁻¹



2.
ORCA calculation (wB97M-V/def2-TZVPD) on C5H6O2 in the gas phase.

```
13
Properties=species:S:1:pos:R:3:forces:R:3
O -0.468 -0.752 1.638 -0.2441 0.0605 -0.0745
C 0.432 0.269 1.265 0.2413 0.2652 -0.0427
C 1.264 -0.084 0.050 0.1543 -0.2917 0.0348
C 0.894 -0.897 -0.929 0.3112 0.2644 0.1064
O -0.454 -1.121 -1.228 -0.2719 0.1356 0.0628
C -1.141 -0.006 -1.205 -0.5222 0.1532 -0.1126
C -1.780 1.013 -1.185 0.1123 -0.5380 -0.0883
H -1.278 -0.655 1.122 0.0706 0.0060 0.0826
H -0.075 1.239 1.185 0.0943 -0.0943 -0.0876
H 1.151 0.336 2.087 -0.1373 0.0949 -0.0289
H 2.295 0.245 0.049 0.1275 -0.3449 0.2044
H 1.544 -1.474 -1.576 -0.0472 0.3591 -0.1493
H -2.384 1.886 -1.274 0.1112 -0.0698 0.0928
```
Forces are in eV/Å.

Properties
- SMILES: C#CO/C=C\CO
- HOMO level: -0.3447 Ha
- Strongest force on any atom: 0.6 eV Å⁻¹
- Energy above the lowest of the compared OMol25 structures with the same formula, charge and spin: 91.2 kcal per mole



3.
ORCA calculation (wB97M-V/def2-TZVPD) on C7H14N in the gas phase in a non-equilibrium geometry.

```
22
Properties=species:S:1:pos:R:3:forces:R:3
C -1.447 1.139 1.021 1.6512 1.0030 -0.3341
C -0.490 -0.084 1.125 -0.1111 -0.5631 3.0006
C 0.095 -0.586 -0.129 0.1955 -1.6215 -0.2582
C -0.560 -1.824 -0.717 -2.1673 0.1358 0.2765
C 2.144 -0.895 -1.394 0.7282 -0.5540 -2.0014
C 1.431 -0.229 -0.443 -0.6977 1.0011 -1.4797
C 1.970 1.092 0.084 -0.0707 -0.9606 1.4713
N -2.701 0.959 0.332 0.6519 -1.4406 -1.6307
H -0.674 1.814 0.508 -1.7188 0.3816 0.7474
H -1.776 1.475 2.011 0.8697 0.1632 -0.0282
H -1.161 -0.902 1.635 1.6713 1.0797 -0.7021
H 0.540 0.207 1.803 -3.4997 -0.6360 -1.2271
H -1.617 -1.646 -1.105 0.9716 0.3743 0.7394
H -0.750 -2.628 0.043 0.5521 0.6375 -0.4905
H 1.606 -1.663 -2.051 1.3603 0.9736 1.2336
H 3.194 -0.558 -1.715 -1.8176 -0.6010 0.5556
H 2.881 1.370 -0.392 0.6968 0.0323 -0.5459
H 2.248 0.854 1.144 -0.3264 1.0266 -0.5142
H 1.275 1.947 -0.037 0.2926 -0.7052 0.4470
H -3.476 1.546 0.560 0.1088 0.4532 0.2714
H -0.129 -2.246 -1.598 0.8172 -0.3180 -0.2632
H -2.606 0.858 -0.685 -0.1580 0.1382 0.7326
```
Forces are in eV/Å.

Properties
- 2S+1: 2
- HOMO level (alpha / beta): -0.2601 / -0.3254 Ha
- Strongest force on any atom: 3.8 eV Å⁻¹
- ⟨S²⟩: 0.782
- Energy above the lowest of the compared OMol25 structures with the same formula, charge and spin: 25.7 kcal per mole



4.
ORCA calculation (wB97M-V/def2-TZVPD) on C4H8N2O in the gas phase in a non-equilibrium geometry.

```
15
Properties=species:S:1:pos:R:3:forces:R:3
C -2.057 0.415 -0.227 -0.1365 -0.0283 -0.7907
C 0.799 1.141 -0.343 0.2438 0.7297 -0.2155
C 0.247 0.088 0.562 1.4112 0.9056 -2.2781
C 1.047 -1.164 0.841 -1.7564 0.6223 1.4903
O 2.264 -1.340 0.118 -1.7006 0.2942 0.6166
N -0.187 -1.215 0.054 -0.4055 -0.5817 -2.2862
N -1.137 -0.162 0.740 1.5483 -1.6704 2.2992
H 2.197 -2.144 -0.424 -0.1985 0.3009 0.2317
H 1.007 -1.592 1.838 0.3840 -0.2044 -0.0183
H -2.538 1.293 0.215 0.2376 -0.1696 0.1848
H -1.639 0.715 -1.195 0.2484 -0.0765 0.1931
H -2.851 -0.306 -0.455 0.2442 0.0144 0.3097
H 1.856 1.317 -0.123 -0.1602 -0.0429 0.0075
H 0.266 2.087 -0.201 0.0740 -0.0737 0.0275
H 0.726 0.867 -1.400 -0.0336 -0.0197 0.2284
```
Forces are in eV/Å.

Properties
- SMILES: CN1N2[C@@H](O)[C@]12C
- HOMO level: -0.3222 Ha
- Strongest force on any atom: 3.2 eV Å⁻¹
- Energy above the lowest of the compared OMol25 structures with the same formula, charge and spin: 122.0 kcal per mole



5.
ORCA calculation (wB97M-V/def2-TZVPD) on a molecular structure, C2H7BrOSi in a non-equilibrium geometry.

```
12
Properties=species:S:1:pos:R:3:forces:R:3
C -0.231 1.611 -0.629 -1.3261 -2.1701 3.1427
C -0.649 0.342 0.817 -0.1113 4.1952 -3.7217
O 0.209 -0.669 0.832 -0.9815 1.8374 2.0089
Si 1.008 -1.713 -0.091 -0.1017 -1.9449 1.9383
Br -2.499 -0.163 0.423 -0.1910 -0.4188 -0.1981
H -0.582 2.575 -0.260 -1.0538 -0.2653 -0.4394
H -0.668 1.124 -1.505 0.0736 0.6584 0.1707
H 0.807 1.820 -0.659 1.3797 -0.7111 -0.2521
H -0.868 1.064 1.639 1.3358 -1.3497 0.0616
H 2.311 -1.165 -0.417 0.4589 -0.0342 -0.1900
H 0.220 -2.044 -1.251 -0.1779 -0.2930 -0.6461
H 0.943 -2.782 1.100 0.6954 0.4963 -1.8746
```
Forces are in eV/Å.

Properties
- HOMO level: -0.3416 Ha
- Strongest force on any atom: 5.6 eV Å⁻¹
- Energy above the lowest of the compared OMol25 structures with the same formula, charge and spin: 44.5 kcal per mole



6.
ORCA calculation (wB97M-V/def2-TZVPD) on 12 unconnected molecules or ions with the total composition C23H70N4O12 in a non-equilibrium geometry.

```
109
Properties=species:S:1:pos:R:3:forces:R:3
C 0.013 0.114 -0.582 -1.8155 1.8909 -0.3581
C 0.663 1.253 -1.432 0.4935 -2.9976 1.4953
O 1.550 0.491 -2.208 1.4853 0.3434 -1.8372
H -0.785 0.649 -0.067 -0.2551 -0.5311 0.7732
H 0.663 -0.421 0.110 0.2409 0.4221 -0.0863
H -0.473 -0.608 -1.238 0.1451 0.0179 -0.0892
H 1.251 1.852 -0.736 -0.4202 0.8576 -0.2435
H -0.014 1.771 -2.111 0.0247 0.1180 0.4301
H 2.218 0.149 -1.609 0.1435 -0.1724 -0.1001
C -5.000 1.942 5.512 0.3514 0.7701 0.1852
C -3.792 2.608 4.816 -0.7938 -1.7451 0.8889
O -3.997 2.509 3.422 0.3909 0.5764 0.0891
H -5.952 2.342 5.162 0.0661 0.1435 -0.0581
H -4.919 2.145 6.580 -0.1283 -0.0449 0.1078
H -5.033 0.859 5.392 0.2495 0.0485 -0.2326
H -2.934 2.004 5.114 0.3807 -0.1152 -0.0897
H -3.557 3.605 5.187 -0.5220 0.3405 -0.2459
H -3.240 2.976 3.063 0.0082 -0.0046 -0.7112
C 0.530 -2.143 -6.790 0.1756 -0.8081 -1.1879
C -0.064 -0.745 -6.883 0.5378 -0.9493 0.6479
O 0.948 0.196 -6.496 -1.0206 -0.0052 -0.4122
H -0.212 -2.899 -7.049 -0.2641 -0.0817 0.3065
H 1.044 -2.443 -5.877 -0.4520 0.4441 0.4178
H 1.294 -2.304 -7.551 0.1455 0.3596 -0.2033
H -0.951 -0.727 -6.251 0.0008 0.4358 0.4069
H -0.464 -0.573 -7.882 0.5894 0.3713 -0.1319
H 1.057 0.020 -5.559 0.3087 0.2508 0.2244
C 3.636 -3.536 -0.540 -0.4992 -0.3110 1.1162
C 4.682 -2.752 0.262 0.8905 -2.6493 -1.4972
O 4.466 -1.434 0.105 -1.0168 3.7929 0.6637
H 2.611 -3.311 -0.246 -0.0371 0.4914 0.3147
H 3.694 -4.597 -0.297 0.4181 -0.1744 -0.5571
H 3.664 -3.310 -1.606 0.4689 -0.2444 0.0596
H 5.645 -2.896 -0.228 0.3675 -0.9486 0.1184
H 4.826 -2.986 1.317 -0.4962 -0.6257 0.0290
H 4.635 -1.069 0.976 -0.1462 0.7341 -0.2985
C 2.278 0.640 5.482 -0.0710 0.8141 0.1017
C 2.432 2.159 5.304 0.5853 -1.4739 1.0481
O 2.953 2.406 4.028 -0.6365 0.8827 -1.1275
H 1.850 0.398 6.455 0.1790 -0.0987 0.0821
H 3.276 0.217 5.370 -0.1872 -0.4646 0.0239
H 1.586 0.288 4.717 0.2154 -0.2116 -0.0705
H 3.154 2.545 6.023 -0.1878 0.0875 0.4417
H 1.458 2.597 5.522 0.1416 0.5625 -0.7744
H 3.863 2.104 3.971 -0.0399 -0.0645 0.2458
C -7.812 -2.360 1.924 -0.5564 1.5976 -0.2209
C -7.271 -0.900 1.731 0.2499 -1.2020 0.4169
O -5.856 -0.924 1.615 0.3686 -0.3777 -0.4299
H -7.394 -2.902 2.772 0.1721 0.0410 -0.2716
H -7.796 -2.895 0.975 0.7017 -0.2034 0.1526
H -8.886 -2.243 2.072 -0.1896 -0.0298 0.4021
H -7.487 -0.219 2.554 -0.6299 -0.2322 0.1028
H -7.746 -0.539 0.818 0.1178 0.3436 -0.0948
H -5.453 -0.173 2.057 -0.1820 0.1236 -0.0295
C 4.782 4.937 -2.083 -0.6676 -1.0083 -0.6852
C 5.687 4.341 -1.007 -2.1862 1.1100 0.1368
O 6.751 5.185 -0.831 2.6405 0.7573 0.1058
H 3.962 4.249 -2.287 -0.1440 -0.1182 -0.0974
H 5.288 5.105 -3.034 0.2684 -0.0912 0.0846
H 4.292 5.874 -1.821 0.2994 0.1080 0.4325
H 5.986 3.308 -1.181 0.1888 0.2269 -0.1077
H 5.139 4.441 -0.069 -0.5381 -1.0288 0.1832
H 6.415 6.015 -0.484 0.1211 0.0251 -0.0527
C -1.360 -5.844 -2.474 0.0758 0.8209 0.7015
C -2.247 -6.997 -2.181 -0.7607 -1.1871 -0.4447
O -3.563 -6.500 -1.985 -0.4699 0.3539 0.1807
H -1.769 -5.332 -3.345 0.3005 0.0785 -0.0406
H -0.286 -6.015 -2.556 -0.1794 -0.4467 -0.2955
H -1.466 -5.186 -1.612 -0.0013 0.3765 -0.0588
H -2.028 -7.605 -1.302 0.7648 0.0914 0.0664
H -2.358 -7.666 -3.035 0.6945 -0.2936 -0.1981
H -4.102 -7.294 -1.974 -0.4179 0.2137 0.0945
C -4.309 3.853 -2.976 -0.1986 0.8749 1.5120
C -5.374 3.254 -2.063 -0.2863 -0.2202 -1.1477
O -6.452 2.831 -2.903 -0.5055 -0.3350 0.2913
H -3.620 4.402 -2.333 0.4928 -0.1268 -0.0462
H -4.823 4.641 -3.526 0.2057 -0.3258 -0.6146
H -3.759 3.122 -3.568 -0.2626 0.1332 -0.1361
H -5.853 3.993 -1.421 0.3902 0.1212 0.0685
H -4.994 2.442 -1.443 0.0045 -0.0949 0.0542
H -6.215 2.036 -3.387 0.1678 -0.0370 0.0369
C 0.102 6.161 1.263 -1.5996 -5.5201 3.1178
O -0.712 5.220 1.351 1.0968 0.3432 -0.5951
N -0.178 7.301 0.855 -3.1421 7.1430 -3.7561
N 1.276 6.219 1.850 3.6846 -1.9367 1.6057
H 0.494 8.050 0.945 -0.6985 0.0234 -0.2471
H -1.150 7.500 0.666 0.3220 0.2021 -0.2196
H 1.651 5.361 2.228 0.2178 0.3134 -0.0452
H 1.837 7.057 1.798 0.0882 -0.6508 0.1813
C 7.906 -1.092 -4.441 -1.1974 -5.2172 1.2805
O 7.844 -2.244 -3.962 0.5711 0.9426 -0.4226
N 8.236 -0.843 -5.677 1.3644 1.0910 -3.0875
N 7.431 -0.076 -3.793 -1.0536 3.4094 2.3407
H 8.095 0.113 -5.970 0.1809 -0.5157 -0.6439
H 8.382 -1.586 -6.347 0.0444 0.2815 0.3409
H 7.521 0.862 -4.157 -0.2548 -0.1835 0.4067
H 6.954 -0.251 -2.921 0.3153 0.1811 -0.1888
C 0.151 -4.588 4.087 0.7369 -0.4548 -0.0368
C -1.234 -4.025 4.147 -0.8453 0.8334 -1.1056
C -2.112 -4.364 2.901 0.7708 -0.0830 0.9870
O -1.845 -4.476 5.343 0.0182 -0.2269 0.1256
H 0.646 -4.524 3.118 -0.3924 0.1630 -0.2722
H 0.151 -5.643 4.360 0.0851 0.0115 0.2191
H 0.782 -3.993 4.746 0.0823 -0.4066 0.3357
H -1.059 -2.951 4.216 -0.5073 0.4170 -0.0848
H -3.149 -4.031 2.926 0.0023 0.1964 0.4691
H -2.117 -5.454 2.907 -0.0586 -0.0967 -0.6753
H -1.688 -3.911 2.005 0.1804 -0.3892 -0.0679
H -2.788 -4.315 5.265 -0.0752 0.0565 0.0815
```
Forces are in eV/Å.

Properties
- SMILES: NC(N)=O.NC(N)=O.CC(C)O.CCO.CCO.CCO.CCO.CCO.CCO.CCO.CCO.CCO
- HOMO level: -0.3487 Ha
- Strongest force on any atom: 8.7 eV Å⁻¹
- Energy above the lowest of the compared OMol25 structures with the same formula, charge and spin: 129.1 kcal per mole



Q: Which formula does entry 6 have?
A: C23H70N4O12